C5H8OSi | ωB97M-V/def2-TZVPD

Calculated values
Kohn-Sham gap (eV): 8.8813
Structure (SMILES): OC[SiH]1C=CC=C1
Lowest unoccupied orbital energy (Ha): 0.0033
HOMO (eV): -8.791
ΔE to the lowest compared entry with this formula, charge and spin (kcal/mol): 60.30

```
! wB97M-V def2-TZVPD RIJCOSX def2/J DEFGRID3
* xyz 0 1
C -1.7897 -0.0958 -0.8950
C -2.1418 0.5125 0.3012
C -0.6013 -0.7281 -0.9184
C -1.3909 0.4990 1.4002
C 2.0621 -0.0151 0.1406
O 2.1593 1.2299 -0.5081
Si 0.4039 -0.6752 0.6009
H -2.0796 0.1931 -1.8771
H -3.2326 0.8958 0.3239
H -0.3604 -1.2816 -1.7821
H -1.6749 0.7835 2.4141
H 2.6794 0.0962 1.0687
H 2.5089 -0.8589 -0.5285
H 1.3334 1.5241 -0.9525
H 0.4523 -1.9429 1.5072
*
```

C5H8P2 | ωB97M-V/def2-TZVPD

Calculated values
Kohn-Sham gap (alpha / beta) (eV): 6.0172 / 6.3896
Lowest unoccupied orbital energy (alpha / beta) (Ha): -0.0433 / -0.0398
HOMO (alpha / beta) (eV): -7.195 / -7.474
ΔE to the lowest compared entry with this formula, charge and spin (kcal/mol): 77.91

```
! wB97M-V def2-TZVPD RIJCOSX def2/J DEFGRID3
* xyz 0 1
C -0.6490 -0.6314 0.2519
C -1.9414 -0.1678 0.0878
C 2.1244 0.2311 0.0560
C -3.1218 -1.0724 -0.0488
C 3.2537 1.2276 -0.0773
P 0.4787 0.7397 0.3453
P -2.0551 1.5949 -0.0829
H -0.5814 -1.7085 0.5890
H -2.9106 -2.1241 -0.2242
H -3.6171 -0.7162 -0.9747
H -4.1039 -1.1182 0.5513
H 4.0386 0.7905 0.6192
H 2.9776 2.3514 0.1880
H 3.6079 1.3314 -1.1201
H 2.4995 -0.7282 -0.1604
*
```

C5H8S | ωB97M-V/def2-TZVPD

Calculated values
Kohn-Sham gap (eV): 7.5361
Structure (SMILES): C/C=C/C(C)=S
Lowest unoccupied orbital energy (Ha): -0.0286
HOMO (eV): -8.315
ΔE to the lowest compared entry with this formula, charge and spin (kcal/mol): 64.80

```
! wB97M-V def2-TZVPD RIJCOSX def2/J DEFGRID3
* xyz 0 1
C 2.6860 0.4554 -1.6335
C 1.5443 -0.2200 -1.0043
C 0.6095 0.5682 -0.2396
C -0.5245 -0.1304 0.4533
C -0.5676 -1.5785 0.5217
H 2.7553 0.2644 -2.6120
H 2.6868 1.4813 -1.4241
H 3.8186 0.2246 -1.3466
H 1.2271 -1.3447 -1.0932
H 0.4383 1.6985 -0.1219
H -0.2699 -1.9048 -0.5037
H 0.1588 -1.9626 1.4223
H -1.6850 -1.7860 0.9005
S -1.9760 0.5475 1.0120
*
```

C5H8S | ωB97M-V/def2-TZVPD

Calculated values
Kohn-Sham gap (eV): 8.7772
Structure (SMILES): CC1=C[C@@]1(C)S
Lowest unoccupied orbital energy (Ha): 0.0328
HOMO (eV): -7.885
ΔE to the lowest compared entry with this formula, charge and spin (kcal/mol): 81.12

```
! wB97M-V def2-TZVPD RIJCOSX def2/J DEFGRID3
* xyz 0 1
C -0.4761 0.3020 -1.3994
C -0.5032 0.6515 -0.1281
C 0.7764 -0.0245 -0.1247
C -1.3029 1.4151 0.8319
C 0.9259 -1.4134 0.4067
S 2.2784 0.8666 -0.3416
H -0.9756 0.0545 -2.2450
H -2.3720 1.3303 0.5773
H -1.0870 2.4527 0.9517
H -1.1373 0.7839 1.7295
H 0.7693 -2.0529 -0.4507
H 0.1426 -1.7462 1.0922
H 1.8281 -1.4328 0.9725
H 3.0389 -0.2996 -0.2390
*
```

C5H8S | ωB97M-V/def2-TZVPD

Calculated values
Kohn-Sham gap (alpha / beta) (eV): 7.3917 / 7.3430
Lowest unoccupied orbital energy (alpha / beta) (Ha): 0.0368 / -0.0798
HOMO (alpha / beta) (eV): -6.391 / -9.514
ΔE to the lowest compared entry with this formula, charge and spin (kcal/mol): 31.53

```
! wB97M-V def2-TZVPD RIJCOSX def2/J DEFGRID3
* xyz 0 3
C 1.7411 -0.8022 -0.0460
C 0.1963 1.1868 -0.8172
C 0.4253 1.2264 0.6289
C 0.4141 -0.1472 -0.0125
C -0.7356 -1.1044 0.0404
S 3.1535 -0.0403 0.0940
H 1.7423 -1.8915 -0.0550
H -0.6931 1.3084 -1.4210
H 0.9985 1.4814 -1.4732
H 1.4589 1.5102 0.9613
H -0.1012 1.5158 1.4829
H -1.1535 -1.3555 1.0616
H -0.5259 -2.0557 -0.4530
H -1.5712 -0.6758 -0.5287
*
```

C5H8S2 | ωB97M-V/def2-TZVPD

Calculated values
Kohn-Sham gap (eV): 8.7231
Structure (SMILES): CSC1=CSCC1
Lowest unoccupied orbital energy (Ha): 0.0313
HOMO (eV): -7.870
ΔE to the lowest compared entry with this formula, charge and spin (kcal/mol): 20.29

```
! wB97M-V def2-TZVPD RIJCOSX def2/J DEFGRID3
* xyz 0 1
C -1.5838 -1.5865 1.2553
C -0.2487 -0.0810 -0.7117
C -0.3962 0.6871 -1.7752
C 1.6939 1.3503 -0.4171
C 0.7067 0.4116 0.3283
H -2.5331 -0.9467 1.4079
H -1.7343 -2.7017 1.5091
H -0.7653 -1.2386 1.8741
H -1.0645 0.4431 -2.6528
H 2.4877 0.7670 -0.8899
H 2.1778 2.0690 0.2619
H 1.3036 -0.4474 0.8092
H 0.2713 0.9090 1.2255
S -0.9577 -1.7309 -0.4925
S 0.6425 2.0955 -1.7321
*
```

C5H8S2 | ωB97M-V/def2-TZVPD

Calculated values
Kohn-Sham gap (eV): 9.9323
Structure (SMILES): C=C[C@H]1S[C@H]1CS
Lowest unoccupied orbital energy (Ha): 0.0292
HOMO (eV): -9.137
ΔE to the lowest compared entry with this formula, charge and spin (kcal/mol): 47.06

```
! wB97M-V def2-TZVPD RIJCOSX def2/J DEFGRID3
* xyz 0 1
C 0.4885 1.0930 -0.3638
C 0.3110 -0.0360 0.6882
C -1.0334 -0.8228 0.6824
C -2.1477 -0.5763 -0.2542
C -3.4026 -0.1753 -0.1406
H 2.9453 0.8117 -0.9236
H 0.0512 0.7632 -1.3700
H 0.0443 2.0301 -0.1033
H 0.5379 0.3254 1.7601
H -1.2293 -1.1231 1.7174
H -1.8424 -0.5751 -1.3503
H -4.0863 0.0657 -0.9963
H -3.7965 0.0272 0.8588
S 2.2390 1.8439 -0.4027
S 0.3910 -1.7952 0.1986
*
```

C5H9B | ωB97M-V/def2-TZVPD

Calculated values
Kohn-Sham gap (alpha / beta) (eV): 8.9091 / 6.4510
Lowest unoccupied orbital energy (alpha / beta) (Ha): 0.0161 / 0.0103
HOMO (alpha / beta) (eV): -8.471 / -6.171
ΔE to the lowest compared entry with this formula, charge and spin (kcal/mol): 120.74

```
! wB97M-V def2-TZVPD RIJCOSX def2/J DEFGRID3
* xyz 0 1
B 1.1401 -0.5356 0.0209
C -2.9973 -0.1623 -0.1507
C 1.5796 2.0095 0.2624
C -2.0590 0.6892 0.1303
C 1.2294 0.8544 -0.3759
C 1.3922 -2.0411 0.1166
H -4.0600 0.0124 0.0382
H -2.7928 -1.1199 -0.6147
H 1.5383 2.9606 -0.2379
H 1.8903 2.0173 1.2922
H -2.0829 1.6554 0.5886
H 0.8918 0.9836 -1.4069
H 0.9589 -2.5056 -0.7702
H 0.9200 -2.5153 0.9766
H 2.4514 -2.3025 0.1305
*
```

Number 1: calculated total energy -559.925363 Ha, largest force on an atom 5.5 eV/Å. Number 2: calculated total energy -877.838158 Ha, largest force on an atom 3.6 eV/Å. Number 3: calculated total energy -593.384964 Ha, largest force on an atom 4.9 eV/Å. Number 4: calculated total energy -593.358959 Ha, largest force on an atom 6.5 eV/Å. Number 5: calculated total energy -593.345180 Ha, largest force on an atom 2.9 eV/Å. Number 6: calculated total energy -991.653927 Ha, largest force on an atom 2.5 eV/Å. Number 7: calculated total energy -991.611276 Ha, largest force on an atom 3.4 eV/Å. Number 8: calculated total energy -220.539714 Ha, largest force on an atom 0.7 eV/Å.